Computed, not measured: 2 unconnected molecules or ions with the total composition C6H16, with ωB97M-V/def2-TZVPD.

Each atom is followed by the atoms it is bonded to, with distances in Å.
Atoms and positions in Å:
1 C 0.56 0.72 -1.60  C2 1.538, C3 1.553, C4 1.562, H5 1.100
2 C 1.06 -0.64 -1.09  C1 1.538, H6 1.098, H7 1.102, H14 1.096
3 C 0.71 1.76 -0.46  C1 1.553, H8 1.093, H9 1.097, H10 1.095
4 C 1.23 1.09 -2.96  C1 1.562, H11 1.086, H12 1.089, H13 1.082
5 H -0.54 0.61 -1.66  C1 1.100
6 H 1.03 -0.76 0.00  C2 1.098
7 H 2.12 -0.85 -1.34  C2 1.102
8 H 1.37 2.56 -0.80  C3 1.093
9 H -0.18 2.23 -0.03  C3 1.097
10 H 1.13 1.30 0.44  C3 1.095
11 H 0.50 1.00 -3.76  C4 1.086
12 H 1.50 2.15 -2.92  C4 1.089
13 H 2.16 0.56 -3.08  C4 1.082
14 H 0.45 -1.47 -1.48  C2 1.096
15 C -1.06 -1.81 2.69  C16 1.568, H17 1.097, H18 1.084, H19 1.095
16 C -2.24 -0.79 2.49  C15 1.568, H20 1.090, H21 1.071, H22 1.084
17 H -0.62 -1.94 1.69  C15 1.097
18 H -0.31 -1.36 3.34  C15 1.084
19 H -1.47 -2.76 3.04  C15 1.095
20 H -1.62 0.10 2.60  C16 1.090
21 H -2.97 -0.81 3.27  C16 1.071
22 H -2.82 -0.88 1.58  C16 1.084

Computed properties:
* energy above the lowest of the compared OMol25 structures with the same formula, charge and spin: 98.3 kJ/mol
* HOMO-LUMO gap: 12.02 eV
* highest occupied orbital energy: -10.9587 eV
* SMILES: CC(C)C.CC